The following is a quantum chemistry calculation of 2 unconnected molecules or ions with the total composition C4H6O2, from the OMol25 dataset.

The net charge is 0. Its SMILES is C=C1CO1.C=O. The calculation puts the frontier orbital gap at 10.50 eV. As for the largest force on an atom: 0.4 eV Å⁻¹. Its spin multiplicity is 1. The value obtained for the HOMO energy is -9.53 eV.

Structure (XYZ):
```
12
Properties=species:S:1:pos:R:3:forces:R:3
C -1.3384 -0.8336 -0.1422 0.1 0.1 0.0
C -0.8755 0.3841 0.0761 -0.2 -0.2 -0.1
C -0.3318 1.6659 -0.2621 0.0 0.1 -0.3
O -0.6308 1.2213 1.1056 -0.1 -0.1 0.2
C 1.6162 -0.9963 0.2061 0.2 0.0 -0.2
O 2.2049 -0.3222 -0.6028 -0.2 -0.2 0.3
H 1.2736 -2.0242 -0.0222 0.1 0.1 0.0
H -1.6710 -1.4629 0.6766 0.0 0.1 -0.1
H -1.3676 -1.2212 -1.1535 0.0 0.1 0.1
H 0.7284 1.7840 -0.4781 -0.2 -0.1 0.0
H -1.0035 2.4368 -0.6301 0.1 0.0 0.1
H 1.3954 -0.6317 1.2264 0.1 0.0 -0.1
```
Forces are in eV/Å.

The following is a quantum chemistry calculation of 2 unconnected molecules or ions with the total composition C5H10N3O at a distorted geometry, from the OMol25 dataset.

The net charge is +1. The calculation puts the frontier orbital gap (spin up / spin down) at 7.68 / 7.69 eV. As for the largest force on an atom: 3.8 eV Å⁻¹. Its spin multiplicity is 1. The value obtained for the HOMO energy (spin up / spin down) is -13.34 / -13.35 eV.

Structure (XYZ):
```
19
Properties=species:S:1:pos:R:3:forces:R:3
C 3.6235 0.8124 -0.2063 -3.6 -1.2 0.4
C 2.6785 1.6371 0.0028 -0.9 -1.8 0.5
C 3.3586 -0.7274 -0.0955 -0.3 2.3 0.1
C 0.5338 0.1317 0.3341 1.3 2.6 -0.3
C -0.9260 0.5135 0.2709 2.6 -1.1 1.6
N 2.2909 -1.3456 0.0161 2.2 -2.3 0.0
N 0.9894 -1.0022 0.0148 0.2 1.9 0.2
N -4.2312 -0.2106 -0.1178 1.5 -0.5 0.1
O -1.6439 -0.6441 -0.0550 -2.3 1.9 1.7
H 4.5503 0.9488 -0.5662 3.2 1.1 -1.0
H 1.8093 2.0778 0.3884 -0.6 1.3 0.1
H 4.3647 -1.1262 -0.0974 -0.4 -1.2 0.1
H -0.9271 1.2839 -0.4767 -0.4 0.7 -0.6
H -1.0262 1.0380 1.3008 -0.7 -1.0 -1.4
H 0.4548 -1.7697 -0.2360 -1.7 -1.9 -0.5
H -5.0739 -0.1688 0.3955 -1.1 0.4 0.3
H -3.9099 -1.1703 -0.0471 -0.6 -0.3 -0.5
H -4.2913 0.0614 -1.0918 -0.4 -0.1 0.2
H -2.6242 -0.3396 0.2664 1.9 -0.8 -1.2
```
Forces are in eV/Å.

The following is a quantum chemistry calculation of a molecular structure, C4H6N2O at a distorted geometry, from the OMol25 dataset.

The net charge is 0. The calculation puts the frontier orbital gap at 9.33 eV. As for the largest force on an atom: 1.8 eV Å⁻¹. Its spin multiplicity is 1. The value obtained for the HOMO energy is -8.78 eV.

Structure (XYZ):
```
13
Properties=species:S:1:pos:R:3:forces:R:3
C -1.6692 0.5137 0.5148 0.3 0.1 0.2
N 1.0093 -0.6190 -1.2170 -1.0 -0.5 -0.6
C 1.1540 -0.0391 -0.0589 -1.5 -0.3 1.0
C 1.8519 0.5319 0.8902 -0.1 0.3 -0.1
O -0.5832 -0.3826 0.2206 1.0 0.1 -0.3
C -0.5455 -0.9902 -1.2284 1.0 0.3 -0.6
N -1.3440 -1.4402 -1.9660 0.3 0.2 0.6
H 1.6472 -1.3537 -1.4973 -0.1 0.1 0.0
H -1.5208 0.8575 1.5378 0.0 0.0 -0.1
H -1.6792 1.3523 -0.1833 0.0 -0.1 0.0
H -2.6054 -0.0384 0.4470 0.1 -0.1 -0.1
H 1.4539 0.6750 1.8848 0.0 -0.1 -0.1
H 2.8310 0.9327 0.6557 -0.1 -0.1 0.0
```
Forces are in eV/Å.

The following is a quantum chemistry calculation of C7H14 in the gas phase at a distorted geometry, from the OMol25 dataset.

The net charge is 0. Its SMILES is C/C=C(\C)CCC. The calculation puts the frontier orbital gap at 9.88 eV. As for the largest force on an atom: 2.4 eV Å⁻¹. Its spin multiplicity is 1. The value obtained for the HOMO energy is -8.78 eV.

Structure (XYZ):
```
21
Properties=species:S:1:pos:R:3:forces:R:3
C 0.5923 -1.4843 2.7419 -0.5 1.3 0.4
C -0.1109 -0.5886 1.7191 0.9 0.5 -2.1
C 0.7632 -0.4857 0.4407 -1.3 -1.2 -0.7
C 0.2295 0.3357 -0.7148 0.0 0.2 -0.8
C -0.9559 0.9375 -0.7095 -0.1 0.2 0.9
C -1.6976 1.6938 -1.7737 0.3 -0.9 -0.3
C 1.0371 0.1899 -1.9913 0.7 -0.5 1.6
H 0.0170 -2.3942 2.8407 0.3 -0.4 0.2
H 1.6391 -1.6356 2.4900 -0.1 -0.4 -0.2
H 0.6249 -0.9669 3.6997 -0.2 -0.2 0.3
H -1.0501 -1.0016 1.3537 -0.2 -0.1 0.4
H -0.3090 0.4653 1.9087 0.0 -0.1 1.2
H 1.8097 -0.2989 0.6736 0.1 0.2 -0.1
H 0.6881 -1.4869 -0.0261 0.7 -0.1 0.4
H -1.5076 0.8609 0.2250 -0.1 0.2 0.0
H -1.9608 2.6978 -1.4548 -0.2 0.0 0.1
H -1.1474 1.7712 -2.7083 0.1 0.1 0.0
H -2.5930 1.1041 -2.0064 -0.1 0.4 0.0
H 2.0831 0.2893 -1.7150 0.4 0.8 -0.1
H 1.0860 -0.8813 -2.2136 -0.7 0.1 -0.8
H 0.7623 0.8786 -2.7797 0.0 -0.3 -0.2
```
Forces are in eV/Å.